Below is one molecule with the formula C25H21FN2O2, with properties calculated with wB97M-V/def2-TZVPD.

gap between HOMO and LUMO	8.43	eV
2S+1	1

Last column: natural (NBO) charge in e.
Element x y z (Å)
H1 -2.916 2.219 1.611  0.18
H2 -1.335 4.934 0.533  0.23
C1 1.917 -1.341 -1.141  -0.03
C2 1.878 -0.560 0.038  -0.05
C3 1.011 -1.736 -3.373  -0.18
C4 -2.861 2.849 -1.659  -0.29
C5 3.001 -2.314 3.170  -0.42
C6 -0.738 1.939 -0.954  -0.09
C7 1.839 -2.815 -3.510  -0.21
H3 -0.629 -3.038 -0.429  0.22
H4 3.389 -3.331 3.074  0.19
C8 -2.637 3.940 -0.836  0.40
C9 1.109 -2.751 1.641  -0.23
C10 1.031 -0.967 -2.190  0.15
H5 -3.271 0.158 0.547  0.23
H6 1.338 -3.386 0.775  0.21
H7 0.920 -3.410 2.494  0.22
C11 -1.641 -0.148 1.923  0.31
H8 -3.940 1.131 2.593  0.18
H9 0.376 3.161 0.421  0.22
C12 2.765 -2.451 -1.318  -0.22
H10 3.380 -4.020 -2.616  0.22
H11 3.461 -2.707 -0.532  0.22
H12 -2.042 0.991 -2.344  0.24
H13 -2.998 2.421 3.379  0.20
C13 -0.914 -2.237 0.237  -0.25
H14 -2.631 -1.695 -0.906  0.22
H15 1.054 1.163 0.964  0.23
C14 -0.139 -1.954 1.355  -0.01
C15 -0.534 3.058 -0.149  -0.17
C16 -1.905 1.856 -1.714  -0.15
C17 -2.403 -0.431 0.794  -0.31
C18 -2.036 -1.479 -0.032  -0.18
C19 -3.002 1.694 2.568  -0.25
N1 2.261 -1.937 1.987  -0.44
O1 3.699 -0.253 1.531  -0.61
H16 0.062 -0.690 3.080  0.22
C20 -1.481 4.063 -0.086  -0.29
O2 -1.892 0.860 2.800  -0.50
H17 1.824 -3.400 -4.417  0.22
C21 0.225 0.831 -1.014  0.22
F1 -3.573 4.911 -0.762  -0.32
C22 -0.520 -0.929 2.203  -0.23
N2 0.195 0.079 -2.090  -0.42
C23 2.725 -3.172 -2.480  -0.21
C24 1.080 0.553 0.076  -0.21
H18 0.334 -1.437 -4.158  0.22
C25 2.710 -0.900 1.239  0.66
H19 -3.770 2.793 -2.237  0.23
H20 3.834 -1.620 3.277  0.25
H21 2.365 -2.255 4.055  0.20



Below is one molecule with the formula C25H21FN6OS at a distorted geometry, with properties calculated with wB97M-V/def2-TZVPD.

gap between HOMO and LUMO	8.30	eV
2S+1	1

Last column: natural (NBO) charge in e.
Element x y z (Å)
C1 4.867 0.829 0.505  0.15
H1 7.612 1.992 -1.128  0.23
H2 -4.322 1.011 1.982  0.24
H3 3.390 0.205 2.748  0.22
C2 2.213 -0.680 1.264  0.32
N1 1.603 -0.759 0.047  -0.36
H4 -8.040 1.508 -0.085  0.22
S1 0.326 -2.743 -1.361  0.26
C3 -1.814 -2.330 0.218  0.45
C4 -1.037 -3.444 -0.351  -0.57
C5 6.944 1.304 -0.636  -0.26
H5 -6.497 2.186 1.714  0.22
C6 -6.226 1.381 1.048  -0.21
N2 1.560 -2.713 1.055  -0.29
H6 6.777 -1.961 0.236  0.23
C7 -5.547 -0.691 -0.672  -0.20
C8 -5.017 0.734 1.205  -0.19
H7 2.100 1.065 -0.758  0.25
H8 2.015 1.192 2.219  0.22
H9 -7.432 -0.331 -1.607  0.22
C9 5.730 1.724 -0.133  -0.23
C10 -4.672 -0.306 0.342  -0.04
C11 -0.466 1.616 0.033  -0.15
H10 4.614 -1.216 1.130  0.24
C12 -0.021 0.767 -0.971  -0.06
N3 -1.442 -1.503 1.142  -0.29
C13 2.821 0.540 1.870  -0.25
C14 -3.397 -0.964 0.504  0.43
H11 -0.566 -4.040 0.429  0.28
H12 3.600 2.289 1.062  0.39
N4 3.628 1.289 0.927  -0.61
H13 -5.272 -1.496 -1.337  0.22
H14 1.639 -0.190 -1.936  0.22
C15 -6.754 -0.036 -0.821  -0.21
F1 8.491 -0.443 -0.986  -0.33
C16 -2.622 1.756 -1.006  -0.22
N5 2.183 -1.845 1.855  -0.28
C17 -7.095 0.999 0.036  -0.20
C18 5.254 -0.505 0.635  -0.27
C19 1.212 -2.065 -0.020  0.16
H15 -3.628 2.147 -1.025  0.22
H16 0.204 1.896 0.832  0.19
C20 -0.899 0.401 -1.983  -0.20
H17 -0.568 -0.270 -2.762  0.22
C21 -1.757 2.110 0.016  -0.20
C22 -2.193 0.892 -1.999  -0.22
N6 -2.448 -0.636 1.330  -0.28
H18 -1.650 -4.049 -1.015  0.25
H19 -2.868 0.601 -2.791  0.22
C23 1.399 0.253 -0.964  -0.24
H20 -2.090 2.771 0.801  0.21
C24 6.471 -0.932 0.135  -0.24
C25 7.300 -0.026 -0.496  0.35
O1 -3.050 -2.041 -0.242  -0.41
H21 5.440 2.760 -0.233  0.21



Below is C25H21IN7OsS as an isolated structure, with properties calculated with wB97M-V/def2-TZVPD.

energy relative to the best compared isomer or geometry (same formula, charge and spin)	0.00	kcal/mol
expectation value of S²	6.0552
gap between HOMO and LUMO (alpha / beta)	7.32 / 4.71	eV
2S+1	5
total charge	+3

Last column: Mulliken spin population.
Element x y z (Å)
C1 -3.010 -1.178 -1.252  0.04
C2 -2.798 1.943 -0.027  0.01
C3 0.291 3.566 0.081  0.30
C4 -2.738 -3.303 -2.345  0.00
H1 -2.772 -4.385 -2.309  0.00
H2 -2.670 4.986 -0.339  0.00
C5 -0.673 0.679 3.878  0.00
H3 -2.291 -3.234 -4.442  0.00
C6 -2.475 -2.657 -3.545  0.01
C7 3.993 0.590 -2.273  0.01
C8 1.382 0.641 3.052  -0.03
C9 5.196 0.639 -0.156  0.00
H4 -4.345 0.098 -0.114  0.00
H5 6.132 0.624 -2.066  0.00
C10 -1.800 4.365 -0.188  0.01
N1 3.576 0.643 1.814  0.03
H6 -1.754 0.680 3.908  0.00
H7 2.652 0.742 4.849  0.00
C11 2.765 0.599 -0.261  -0.06
C12 -1.800 2.947 -0.020  0.26
H8 1.367 3.489 0.159  0.03
H9 -0.107 5.755 -0.219  0.00
N2 -0.276 -1.566 0.504  -0.06
C13 2.759 0.581 -1.650  0.06
C14 3.951 0.631 0.459  0.00
C15 -3.365 -0.370 -0.022  -0.02
H10 1.839 0.578 -2.223  0.00
N3 1.705 0.586 0.665  0.03
C16 -0.501 4.755 -0.125  0.18
H11 4.211 0.672 2.598  0.00
C17 -0.637 -2.390 1.515  0.01
I1 -0.671 -5.369 2.339  0.01
H12 -3.367 -0.997 0.869  0.01
C18 -2.995 -2.565 -1.196  0.01
Os1 -0.315 0.485 0.459  2.85
H13 -3.240 -3.075 -0.271  0.00
H14 -1.101 -1.999 2.406  0.01
C19 -2.493 -1.270 -3.605  0.00
H15 0.644 -4.416 -0.692  0.00
H16 -3.845 2.159 -0.210  0.01
N4 -2.376 0.725 0.157  0.28
C20 5.190 0.617 -1.536  0.01
H17 -2.827 0.550 -2.531  0.01
C21 -2.772 -0.532 -2.462  0.00
C22 -0.323 -3.700 1.207  0.01
H18 -2.325 -0.766 -4.548  0.00
N5 0.026 0.618 2.770  0.05
C23 0.258 -3.635 -0.055  0.06
H19 0.591 -1.982 -1.320  0.00
C24 2.251 0.620 1.886  0.04
H20 4.043 0.582 -3.354  0.00
N6 0.279 -2.359 -0.437  -0.03
H21 6.120 0.661 0.406  0.00
N7 -0.495 2.484 0.149  -0.14
S1 0.253 0.748 5.291  0.02
C25 1.684 0.710 4.372  0.01



Below is C25H21N2PSSe2TeTi as an isolated structure at a distorted geometry, with properties calculated with wB97M-V/def2-TZVPD.

energy relative to the best compared isomer or geometry (same formula, charge and spin)	0.00	kcal/mol
gap between HOMO and LUMO (alpha / beta)	6.54 / 6.54	eV
2S+1	1
total charge	+2

Last column: natural (NBO) charge in e.
Element x y z (Å)
H1 4.169 1.727 -0.326  0.22
H2 -2.335 -1.056 -4.104  0.26
C1 -3.350 -3.429 1.342  -0.19
H3 3.184 2.004 -4.439  0.23
H4 1.461 7.137 2.586  0.24
C2 1.300 2.670 -1.805  -0.22
C3 -3.942 -3.952 -0.932  -0.14
H5 -3.749 -2.944 -3.479  0.25
H6 -4.477 -5.144 0.732  0.25
C4 -2.655 -2.350 0.872  0.16
C5 -1.527 -0.759 -2.119  0.12
C6 -0.439 6.551 1.708  -0.16
C7 -2.326 -1.401 -3.078  -0.25
C8 0.858 4.100 1.218  -0.39
H7 -0.917 3.630 0.109  0.20
C9 -2.480 -2.080 -0.490  0.10
H8 0.900 2.676 -3.909  0.23
H9 0.597 -6.111 2.929  0.26
C10 2.538 -5.632 2.025  -0.22
C11 3.902 1.925 -2.394  -0.19
H10 -0.830 0.069 -2.315  0.24
H11 2.482 4.981 2.300  0.22
H12 4.853 1.607 -2.694  0.23
H13 0.293 2.913 -1.573  0.21
H14 -3.365 -3.649 2.381  0.23
C12 1.284 -5.392 2.526  -0.37
H15 -1.963 -1.879 2.716  0.43
C13 1.507 5.117 1.908  -0.18
C14 2.178 2.373 -0.812  -0.32
H16 4.132 -4.369 1.194  0.25
N1 -1.614 -1.101 -0.837  -0.52
H17 2.976 -6.580 1.876  0.26
Ti1 -0.076 -0.899 0.825  0.86
C15 -0.429 4.358 0.735  -0.22
H18 -2.073 5.693 0.468  0.23
H19 -0.915 7.485 1.861  0.23
Se1 1.425 -1.731 -0.799  -0.15
C16 1.654 2.551 -3.132  -0.20
C17 2.983 2.188 -3.412  -0.15
C18 3.160 -4.404 1.677  -0.19
C19 2.421 -3.301 2.028  -0.60
C20 3.477 1.944 -1.105  -0.22
C21 -1.062 5.551 0.948  -0.19
H20 -2.579 -0.604 1.840  0.43
S1 0.925 -3.748 2.773  0.47
C22 -3.193 -2.829 -1.395  -0.07
C23 -3.112 -2.449 -2.743  -0.07
C24 0.866 6.342 2.151  -0.19
N2 -1.981 -1.456 1.793  -0.88
Te1 2.616 -1.377 1.407  0.78
H21 -4.353 -4.597 -1.666  0.24
Se2 -0.210 1.331 1.270  -0.17
P1 1.825 2.541 0.976  0.81
C25 -4.011 -4.240 0.385  -0.17



What did the fourth record say?
Below is C25H21N2PSSe2TeTi as an isolated structure at a distorted geometry, with properties calculated with wB97M-V/def2-TZVPD.

energy relative to the best compared isomer or geometry (same formula, charge and spin)	0.00	kcal/mol
gap between HOMO and LUMO (alpha / beta)	6.54 / 6.54	eV
2S+1	1
total charge	+2

Last column: natural (NBO) charge in e.
Element x y z (Å)
H1 4.169 1.727 -0.326  0.22
H2 -2.335 -1.056 -4.104  0.26
C1 -3.350 -3.429 1.342  -0.19
H3 3.184 2.004 -4.439  0.23
H4 1.461 7.137 2.586  0.24
C2 1.300 2.670 -1.805  -0.22
C3 -3.942 -3.952 -0.932  -0.14
H5 -3.749 -2.944 -3.479  0.25
H6 -4.477 -5.144 0.732  0.25
C4 -2.655 -2.350 0.872  0.16
C5 -1.527 -0.759 -2.119  0.12
C6 -0.439 6.551 1.708  -0.16
C7 -2.326 -1.401 -3.078  -0.25
C8 0.858 4.100 1.218  -0.39
H7 -0.917 3.630 0.109  0.20
C9 -2.480 -2.080 -0.490  0.10
H8 0.900 2.676 -3.909  0.23
H9 0.597 -6.111 2.929  0.26
C10 2.538 -5.632 2.025  -0.22
C11 3.902 1.925 -2.394  -0.19
H10 -0.830 0.069 -2.315  0.24
H11 2.482 4.981 2.300  0.22
H12 4.853 1.607 -2.694  0.23
H13 0.293 2.913 -1.573  0.21
H14 -3.365 -3.649 2.381  0.23
C12 1.284 -5.392 2.526  -0.37
H15 -1.963 -1.879 2.716  0.43
C13 1.507 5.117 1.908  -0.18
C14 2.178 2.373 -0.812  -0.32
H16 4.132 -4.369 1.194  0.25
N1 -1.614 -1.101 -0.837  -0.52
H17 2.976 -6.580 1.876  0.26
Ti1 -0.076 -0.899 0.825  0.86
C15 -0.429 4.358 0.735  -0.22
H18 -2.073 5.693 0.468  0.23
H19 -0.915 7.485 1.861  0.23
Se1 1.425 -1.731 -0.799  -0.15
C16 1.654 2.551 -3.132  -0.20
C17 2.983 2.188 -3.412  -0.15
C18 3.160 -4.404 1.677  -0.19
C19 2.421 -3.301 2.028  -0.60
C20 3.477 1.944 -1.105  -0.22
C21 -1.062 5.551 0.948  -0.19
H20 -2.579 -0.604 1.840  0.43
S1 0.925 -3.748 2.773  0.47
C22 -3.193 -2.829 -1.395  -0.07
C23 -3.112 -2.449 -2.743  -0.07
C24 0.866 6.342 2.151  -0.19
N2 -1.981 -1.456 1.793  -0.88
Te1 2.616 -1.377 1.407  0.78
H21 -4.353 -4.597 -1.666  0.24
Se2 -0.210 1.331 1.270  -0.17
P1 1.825 2.541 0.976  0.81
C25 -4.011 -4.240 0.385  -0.17



> What is the 2S+1 in the first record?

1